ORCA calculation (wB97M-V/def2-TZVPD) on a molecular structure, C37H59Ge2N3O3PRuS2 in a non-equilibrium geometry.

Computed properties:
HOMO (alpha / beta) = -0.248 / -0.291 Eh
HOMO-LUMO gap (alpha / beta) = 6.37 / 5.44 eV

Geometry as ORCA input:
```
! wB97M-V def2-TZVPD RIJCOSX def2/J DEFGRID3
* xyz 0 6
Ru -0.61577 0.35194 0.39656
C 4.91562 0.53766 2.12109
C 4.57481 0.08483 0.71900
N 4.02437 1.13597 -0.12481
C 5.01893 1.96680 -0.83821
C 5.09997 1.63694 -2.31344
C 2.73312 1.48892 -0.25235
S 1.68632 0.56215 0.82706
N 2.47023 2.53030 -1.04209
C 1.23976 2.75272 -1.53013
O 0.21941 2.01417 -1.39438
C 1.12716 4.03415 -2.32166
C 2.19785 4.88890 -2.63207
C 1.99593 6.05914 -3.37185
C 0.71357 6.39791 -3.77691
C -0.35661 5.53747 -3.52664
C -0.12418 4.38084 -2.80388
H 5.37172 -0.28116 2.69720
H 3.99062 0.88304 2.64405
H 5.64115 1.39193 2.11708
H 3.80907 -0.70981 0.75522
H 5.47803 -0.30912 0.20810
H 5.97381 1.78337 -0.31710
H 4.74604 3.01836 -0.67299
H 5.47734 0.62420 -2.53955
H 5.78176 2.34740 -2.84569
H 4.10060 1.72977 -2.78699
H 3.17989 4.62006 -2.24121
H 2.85413 6.62803 -3.67644
H 0.58768 7.29252 -4.35368
H -1.31372 5.79105 -3.88306
H -0.96704 3.73830 -2.55466
C -5.48914 -1.96243 -0.06620
C -4.44383 -0.90992 0.26694
Ge -2.59542 -1.46339 0.91613
C -3.13920 -2.12957 2.73254
C -4.39161 -2.93823 2.91316
C -2.19434 -3.04316 -0.20922
C -1.01359 -3.33119 -0.77006
Ge 0.38246 -1.91076 -0.57151
C 2.19068 -2.77719 -0.43035
C 2.24369 -4.27462 -0.11169
C 0.32587 -1.34419 -2.52829
C 1.25314 -2.03672 -3.52522
C -0.83783 -4.66779 -1.42658
C -1.64264 -5.72715 -0.98250
C -1.65567 -6.97457 -1.56921
C -0.81472 -7.24698 -2.63046
C 0.08891 -6.28634 -3.08032
C 0.08488 -4.99958 -2.46258
H -6.43262 -1.50302 -0.46188
H -5.77581 -2.59606 0.79027
H -5.08205 -2.64520 -0.82177
H -4.83317 -0.19836 1.05582
H -4.28000 -0.29485 -0.63647
H -3.17882 -1.23740 3.38280
H -2.22207 -2.69242 3.05444
H -5.30745 -2.35386 2.75874
H -4.40987 -3.39845 3.91356
H -4.42621 -3.76290 2.18812
H -3.05981 -3.67568 -0.52146
H 2.60040 -2.25998 0.43947
H 2.81577 -2.51768 -1.31727
H 1.39229 -4.57247 0.49447
H 3.16942 -4.47039 0.50561
H 2.25410 -4.89766 -1.02669
H 0.45536 -0.26039 -2.51967
H -0.72821 -1.51774 -2.78917
H 2.02473 -2.67866 -3.04611
H 1.84885 -1.34764 -4.15036
H 0.67057 -2.72173 -4.16480
H -2.22828 -5.56590 -0.10345
H -2.32258 -7.76211 -1.18415
H -0.82565 -8.22183 -3.08298
H 0.78100 -6.50993 -3.87841
H 0.82957 -4.28486 -2.75905
C -3.89290 3.32604 2.59699
C -3.23656 2.22012 1.76072
P -1.38443 2.30296 1.52008
C -1.21967 3.97940 0.71809
C 0.07474 4.69059 1.01939
C -0.83075 2.59892 3.27163
C 0.64797 2.76050 3.54511
H -5.00205 3.17555 2.60234
H -3.64203 4.34686 2.26223
H -3.59377 3.26260 3.66737
H -3.63114 2.27644 0.72964
H -3.45868 1.22477 2.20416
H -2.07797 4.59903 1.04315
H -1.31162 3.77090 -0.35948
H 0.02050 5.12227 2.04619
H 0.24695 5.50734 0.28319
H 0.94735 3.99745 0.96045
H -1.21103 1.74380 3.88861
H -1.41933 3.46329 3.61789
H 1.22237 1.89844 3.15695
H 0.79151 2.86998 4.64437
H 1.06129 3.66715 3.09207
S -2.69380 1.50867 -3.55987
C -2.26870 0.73643 -2.22936
N -2.00587 0.23135 -1.12554
C 0.90453 -1.82541 4.20756
C 0.20591 -1.65059 2.81685
O 0.23026 -2.59721 1.98408
O -0.37071 -0.52607 2.65542
H 1.88028 -2.37045 4.14762
H 0.27423 -2.41002 4.90571
H 1.03047 -0.83896 4.65666
*
```

Atomic partial charges in e from the Mulliken method, atoms 1 to 99:
1. Ru 0.810
2. C -0.917
3. C 0.389
4. N 0.435
5. C -0.659
6. C -1.034
7. C 0.386
8. S -0.740
9. N -0.045
10. C -1.222
11. O -0.211
12. C 0.854
13. C 0.134
14. C -0.892
15. C -0.334
16. C -1.200
17. C 0.243
18. H 0.403
19. H 0.094
20. H 0.345
21. H -0.674
22. H 0.557
23. H 0.493
24. H 0.325
25. H 0.358
26. H 0.339
27. H 0.188
28. H 0.369
29. H 0.420
30. H 0.405
31. H 0.506
32. H -0.041
33. C -1.197
34. C -0.545
35. Ge 1.230
36. C -0.407
37. C -1.485
38. C -1.219
39. C -0.028
40. Ge 2.074
41. C -0.136
42. C -1.428
43. C -0.636
44. C -1.521
45. C 0.435
46. C -0.719
47. C -0.953
48. C -0.246
49. C -1.362
50. C 0.124
51. H 0.353
52. H 0.264
53. H 0.233
54. H 0.256
55. H 0.278
56. H 0.361
57. H 0.376
58. H 0.345
59. H 0.402
60. H 0.263
61. H 0.542
62. H -0.174
63. H 0.704
64. H 0.206
65. H 0.394
66. H 0.366
67. H 0.170
68. H 0.406
69. H 0.336
70. H 0.324
71. H 0.350
72. H 0.527
73. H 0.353
74. H 0.390
75. H 0.410
76. H 0.911
77. C -1.483
78. C -0.168
79. P 1.354
80. C 0.178
81. C -1.228
82. C -0.881
83. C -0.947
84. H 0.415
85. H 0.341
86. H 0.302
87. H 0.458
88. H -0.224
89. H 0.596
90. H -0.341
91. H 0.408
92. H 0.404
93. H 0.078
94. H 0.368
95. H 0.573
96. H -0.148
97. H 0.405
98. H 0.294
99. S -0.348

ORCA calculation (wB97M-V/def2-TZVPD) on a molecular structure, C6H11N2 in a non-equilibrium geometry.

Computed properties:
HOMO = -0.550 Eh
Energy above the lowest of the compared OMol25 structures with the same formula, charge and spin = 476.1 kJ/mol
HOMO-LUMO gap = 7.59 eV

Geometry as ORCA input:
```
! wB97M-V def2-TZVPD RIJCOSX def2/J DEFGRID3
* xyz 1 1
C 1.58473 1.73774 0.00480
C 0.10249 1.96618 -0.48581
C -0.36809 0.72457 -1.15562
C -0.40722 -0.58798 -0.33171
C -1.53883 -0.79755 0.41878
N -1.26972 -2.01285 1.15236
C 0.19904 -2.14144 0.82081
N 0.64708 -1.38012 -0.32613
H 2.40764 2.46108 -0.29744
H 1.82763 0.84531 -0.55810
H 1.72759 1.51593 1.11397
H -0.06368 2.96310 -1.03829
H -0.52955 1.92644 0.52154
H 0.32283 0.32822 -2.05052
H -1.36337 0.90355 -1.56700
H -2.52823 -0.48448 0.32875
H -1.88459 -2.81957 0.99625
H 0.75369 -1.83349 1.70730
H 0.38055 -3.31462 0.74607
*
```

Now the natural (NBO) charges, all in e:
1. C -0.637
2. C -0.404
3. C -0.439
4. C 0.119
5. C 0.229
6. N -0.447
7. C -0.161
8. N -0.133
9. H 0.250
10. H 0.202
11. H 0.217
12. H 0.267
13. H 0.190
14. H 0.237
15. H 0.233
16. H 0.257
17. H 0.462
18. H 0.293
19. H 0.264

ORCA calculation (wB97M-V/def2-TZVPD) on 2 unconnected molecules or ions with the total composition C3H10NOS.

Computed properties:
HOMO = -0.102 Eh
Energy above the lowest of the compared OMol25 structures with the same formula, charge and spin = 50.1 kJ/mol
HOMO-LUMO gap = 6.77 eV

Geometry as ORCA input:
```
! wB97M-V def2-TZVPD RIJCOSX def2/J DEFGRID3
* xyz -1 1
C 0.56579 -0.31289 1.06271
C -0.61828 -1.03454 0.41092
S -1.18789 -0.30996 -1.14334
C 0.15345 0.98317 1.78405
N 0.86208 1.19668 3.06857
H 1.26271 -0.06381 0.25938
H 0.99230 -0.97329 1.82708
H -1.45585 -1.10685 1.12939
H -0.28496 -2.07790 0.26403
H -0.93381 0.96386 1.89430
H 0.40372 1.83328 1.15753
H 0.16547 1.24507 3.80707
H 1.33983 0.32224 3.28015
H 0.19383 0.08930 -2.97408
H 1.68231 0.05760 -2.85891
O 1.00317 0.13919 -3.53692
*
```

Now the natural (NBO) charges, all in e:
1. C -0.419
2. C -0.514
3. S -0.705
4. C -0.224
5. N -0.842
6. H 0.207
7. H 0.160
8. H 0.168
9. H 0.170
10. H 0.179
11. H 0.184
12. H 0.339
13. H 0.336
14. H 0.502
15. H 0.454
16. O -0.995

Copy entry 2 word for word.
ORCA calculation (wB97M-V/def2-TZVPD) on a molecular structure, C6H11N2 in a non-equilibrium geometry.

Computed properties:
HOMO = -0.550 Eh
Energy above the lowest of the compared OMol25 structures with the same formula, charge and spin = 476.1 kJ/mol
HOMO-LUMO gap = 7.59 eV

Geometry as ORCA input:
```
! wB97M-V def2-TZVPD RIJCOSX def2/J DEFGRID3
* xyz 1 1
C 1.58473 1.73774 0.00480
C 0.10249 1.96618 -0.48581
C -0.36809 0.72457 -1.15562
C -0.40722 -0.58798 -0.33171
C -1.53883 -0.79755 0.41878
N -1.26972 -2.01285 1.15236
C 0.19904 -2.14144 0.82081
N 0.64708 -1.38012 -0.32613
H 2.40764 2.46108 -0.29744
H 1.82763 0.84531 -0.55810
H 1.72759 1.51593 1.11397
H -0.06368 2.96310 -1.03829
H -0.52955 1.92644 0.52154
H 0.32283 0.32822 -2.05052
H -1.36337 0.90355 -1.56700
H -2.52823 -0.48448 0.32875
H -1.88459 -2.81957 0.99625
H 0.75369 -1.83349 1.70730
H 0.38055 -3.31462 0.74607
*
```

Now the natural (NBO) charges, all in e:
1. C -0.637
2. C -0.404
3. C -0.439
4. C 0.119
5. C 0.229
6. N -0.447
7. C -0.161
8. N -0.133
9. H 0.250
10. H 0.202
11. H 0.217
12. H 0.267
13. H 0.190
14. H 0.237
15. H 0.233
16. H 0.257
17. H 0.462
18. H 0.293
19. H 0.264